Here is a structure of composition C17H25BGaNO5PS from the OMol25 dataset. Energies are from the ωB97M-V functional and the def2-TZVPD basis.

Geometry as ORCA input:
```
! RIJCOSX wB97M-V def2-TZVPD def2/J DEFGRID3
* xyz -1 1
C 3.9846 -0.8331 1.0895
C 2.7497 -1.3777 0.3425
C 2.1826 -0.4573 -0.7531
C 1.1461 0.5724 -0.2616
C 1.8604 1.7062 0.5172
Ga -0.4488 -0.2949 0.6885
P -0.9372 0.6559 2.8359
S -0.7385 2.6252 3.1115
B -2.2503 -0.0432 -0.4116
N -2.8597 1.2050 -0.7472
O -2.9406 -1.1478 -0.9211
H 4.7614 -1.5965 1.1568
H 3.7302 -0.5294 2.1055
H 4.4103 0.0314 0.5793
H 1.9712 -1.6456 1.0518
H 3.0602 -2.3097 -0.1405
H 1.7094 -1.0789 -1.5167
H 3.0429 0.0687 -1.1895
H 0.7195 1.0363 -1.1500
H 1.7109 1.6809 1.5951
H 2.9438 1.6501 0.3531
H 1.5578 2.6859 0.1428
H -0.1884 -1.8627 0.9480
H -2.2856 0.3225 3.0945
H -0.3596 -0.0773 3.8957
H -3.8708 1.1662 -0.7767
H -2.5346 1.9964 -0.2112
H -3.0004 -1.8211 -0.2431
C -4.4563 -2.5693 2.8415
C -5.5043 -2.7132 3.6476
C -6.3879 -3.9023 3.5576
O -7.3458 -4.0362 4.2903
C -6.0582 -4.9287 2.5343
C -5.0107 -4.7885 1.7280
C -4.1270 -3.5967 1.8187
O -3.1708 -3.4638 1.0893
H -3.7945 -1.7121 2.8838
H -5.7648 -1.9807 4.4007
H -6.7190 -5.7852 2.4894
H -4.7489 -5.5195 0.9738
C 3.1518 4.8675 -4.1424
C 2.3019 3.9399 -3.7115
C 2.7538 2.5503 -3.4326
O 1.9853 1.7043 -3.0435
C 4.1941 2.2435 -3.6451
C 5.0412 3.1735 -4.0763
C 4.5870 4.5579 -4.3599
O 5.3615 5.4055 -4.7550
H 2.8476 5.8850 -4.3529
H 1.2517 4.1399 -3.5409
H 4.4985 1.2276 -3.4270
H 6.0928 2.9746 -4.2398
*
```

Output
Orbital gap in eV: 4.44
HOMO in hartree: -0.153

Atomic partial charges in e from the Löwdin method, atoms 1 to 8: -0.118 -0.276 -0.280 -0.432 -0.152 0.345 0.126 -0.140


Here is a structure of composition C17H25BN3O3PtS from the OMol25 dataset. Energies are from the ωB97M-V functional and the def2-TZVPD basis.

Geometry as ORCA input:
```
! RIJCOSX wB97M-V def2-TZVPD def2/J DEFGRID3
* xyz 3 5
Pt 0.0629 0.7307 0.7335
C 4.4933 1.4479 1.2606
C 3.0525 1.7912 1.0690
O 2.2234 0.8644 0.9127
N 2.7064 3.0768 1.0494
C 1.3481 3.5627 0.8846
C 0.7837 3.3917 -0.5077
C 0.9510 4.3622 -1.4781
C 0.3778 4.1819 -2.7291
C -0.3627 3.0361 -2.9720
C -0.4905 2.1033 -1.9618
N 0.0757 2.2775 -0.7619
H 4.5702 0.6095 1.9491
H 5.0771 2.2867 1.6328
H 4.9032 1.1318 0.3000
H 3.4339 3.7549 1.2163
H 1.3541 4.6210 1.1368
H 0.6901 3.0815 1.6220
H 1.5161 5.2569 -1.2526
H 0.4989 4.9325 -3.4986
H -0.8369 2.8634 -3.9274
H -1.0542 1.1905 -2.1004
S -5.6485 2.2149 4.3693
C -5.9761 0.9418 3.3672
C -4.8447 0.6464 2.5233
N -3.7787 1.4301 2.7032
C -4.0359 2.3098 3.6411
H -6.9246 0.4197 3.3658
H -4.8445 -0.1495 1.7911
H -3.3310 3.0610 3.9751
C 2.1211 -3.8355 -1.0657
C 1.1094 -3.2685 -0.1495
C 0.5805 -4.0881 0.9737
O 1.1749 -1.9414 0.0622
B 0.0133 -1.1783 0.0497
O -1.0423 -1.8288 -0.5699
C -0.7753 -2.9172 -1.3384
C -1.6565 -4.0879 -1.1410
C -0.2040 -2.6324 -2.6826
H 3.0315 -4.0171 -0.4803
H 2.3793 -3.1536 -1.8711
H 1.8053 -4.8047 -1.4505
H 1.3849 -4.1430 1.7174
H 0.3565 -5.1029 0.6543
H -0.2801 -3.6235 1.4519
H -1.9682 -4.2014 -0.1062
H -1.1813 -4.9987 -1.5050
H -2.5573 -3.9459 -1.7509
H 0.5597 -1.8562 -2.6502
H -1.0260 -2.2694 -3.3113
H 0.1843 -3.5346 -3.1499
*
```

Output
Expectation value of S²: 6.019
Orbital gap (alpha / beta) in eV: 7.53 / 5.56
HOMO (alpha / beta) in hartree: -0.609 / -0.659
Energy above the lowest of the compared OMol25 structures with the same formula, charge and spin in kcal/mol: 24.98

Atomic partial charges in e from the Löwdin method, atoms 1 to 8: 1.173 0.050 -0.456 -0.111 0.114 -0.099 -0.244 0.026


Please write out number 2 again, unchanged.
Here is a structure of composition C17H25BN3O3PtS from the OMol25 dataset. Energies are from the ωB97M-V functional and the def2-TZVPD basis.

Geometry as ORCA input:
```
! RIJCOSX wB97M-V def2-TZVPD def2/J DEFGRID3
* xyz 3 5
Pt 0.0629 0.7307 0.7335
C 4.4933 1.4479 1.2606
C 3.0525 1.7912 1.0690
O 2.2234 0.8644 0.9127
N 2.7064 3.0768 1.0494
C 1.3481 3.5627 0.8846
C 0.7837 3.3917 -0.5077
C 0.9510 4.3622 -1.4781
C 0.3778 4.1819 -2.7291
C -0.3627 3.0361 -2.9720
C -0.4905 2.1033 -1.9618
N 0.0757 2.2775 -0.7619
H 4.5702 0.6095 1.9491
H 5.0771 2.2867 1.6328
H 4.9032 1.1318 0.3000
H 3.4339 3.7549 1.2163
H 1.3541 4.6210 1.1368
H 0.6901 3.0815 1.6220
H 1.5161 5.2569 -1.2526
H 0.4989 4.9325 -3.4986
H -0.8369 2.8634 -3.9274
H -1.0542 1.1905 -2.1004
S -5.6485 2.2149 4.3693
C -5.9761 0.9418 3.3672
C -4.8447 0.6464 2.5233
N -3.7787 1.4301 2.7032
C -4.0359 2.3098 3.6411
H -6.9246 0.4197 3.3658
H -4.8445 -0.1495 1.7911
H -3.3310 3.0610 3.9751
C 2.1211 -3.8355 -1.0657
C 1.1094 -3.2685 -0.1495
C 0.5805 -4.0881 0.9737
O 1.1749 -1.9414 0.0622
B 0.0133 -1.1783 0.0497
O -1.0423 -1.8288 -0.5699
C -0.7753 -2.9172 -1.3384
C -1.6565 -4.0879 -1.1410
C -0.2040 -2.6324 -2.6826
H 3.0315 -4.0171 -0.4803
H 2.3793 -3.1536 -1.8711
H 1.8053 -4.8047 -1.4505
H 1.3849 -4.1430 1.7174
H 0.3565 -5.1029 0.6543
H -0.2801 -3.6235 1.4519
H -1.9682 -4.2014 -0.1062
H -1.1813 -4.9987 -1.5050
H -2.5573 -3.9459 -1.7509
H 0.5597 -1.8562 -2.6502
H -1.0260 -2.2694 -3.3113
H 0.1843 -3.5346 -3.1499
*
```

Output
Expectation value of S²: 6.019
Orbital gap (alpha / beta) in eV: 7.53 / 5.56
HOMO (alpha / beta) in hartree: -0.609 / -0.659
Energy above the lowest of the compared OMol25 structures with the same formula, charge and spin in kcal/mol: 24.98

Atomic partial charges in e from the Löwdin method, atoms 1 to 8: 1.173 0.050 -0.456 -0.111 0.114 -0.099 -0.244 0.026